No. 1
ORCA calculation (ωB97M-V/def2-TZVPD) on C37H44Ge2N3O4Pt as an isolated structure.

Last column: Löwdin charge in e.
Cartesian coordinates (Å):
Pt (-0.05, -1.05, 0.19)  0.7577
Ge (2.56, -0.76, -1.70)  0.8110
Ge (0.16, -1.43, 2.51)  0.7384
O (-8.80, -2.14, 1.92)  0.0594
O (-2.54, -2.07, -1.69)  0.0156
O (-9.26, -1.70, -0.14)  0.0563
O (-2.11, -1.66, 0.48)  -0.2543
N (-0.82, 3.19, -0.78)  -0.1847
N (-8.48, -1.94, 0.76)  -0.3534
N (-0.80, 0.75, -1.21)  0.1490
C (7.24, -1.31, -1.13)  -0.1121
C (6.74, -0.83, -2.34)  -0.1032
C (1.94, -2.09, -3.02)  -0.2757
C (-1.40, -0.54, 3.33)  -0.3734
C (2.86, 3.38, -2.57)  -0.1145
C (-5.29, -1.77, -1.18)  -0.0009
C (-4.27, 0.71, 3.42)  -0.1161
C (2.15, 0.72, 3.18)  -0.3036
C (-6.64, -1.76, -0.88)  -0.0018
C (2.34, -3.68, -4.80)  -0.1083
C (1.45, 1.62, 4.19)  -0.2787
C (0.57, -2.33, -3.14)  -0.1213
C (-4.35, -1.92, -0.17)  -0.1021
C (-7.02, -1.94, 0.43)  -0.1517
C (6.37, -1.61, -0.10)  -0.0979
C (-0.79, 1.89, -1.02)  -0.2599
C (0.98, -3.91, -4.92)  -0.1098
C (0.17, 3.74, 0.15)  -0.0295
C (4.48, -0.99, -1.48)  -0.2874
C (3.06, 2.11, -2.05)  -0.1071
C (2.81, -2.77, -3.86)  -0.1119
C (2.35, 1.01, -2.54)  -0.2757
C (1.43, 1.22, -3.57)  -0.1095
C (0.09, -3.23, -4.09)  -0.0839
C (1.82, -0.77, 3.34)  -0.3822
C (1.23, 2.49, -4.10)  -0.1020
C (-4.76, -2.10, 1.15)  -0.0102
C (1.98, 1.47, 5.62)  -0.1197
C (-2.96, 1.49, 3.37)  -0.2702
C (-6.11, -2.11, 1.46)  -0.0019
C (5.37, -0.68, -2.51)  -0.1256
C (-2.86, -1.88, -0.53)  -0.6311
C (5.00, -1.45, -0.27)  -0.1023
C (-1.86, 0.73, 2.63)  -0.3209
C (1.94, 3.57, -3.60)  -0.1231
C (1.73, -0.60, 0.04)  -0.4411
C (-1.48, 4.10, -1.71)  -0.0450
H (-2.14, 3.53, -2.35)  0.0952
H (4.99, -0.29, -3.45)  0.1015
H (1.89, 1.01, 2.16)  0.0468
H (-2.20, -1.28, 3.33)  0.0362
H (0.61, 2.92, 0.72)  0.0865
H (1.79, 4.56, -4.02)  0.0923
H (-2.07, 4.82, -1.14)  0.0852
H (4.33, -1.68, 0.55)  0.0852
H (0.60, -4.61, -5.65)  0.0912
H (0.96, 4.26, -0.39)  0.0786
H (-4.15, -0.24, 3.95)  0.0646
H (-6.46, -2.25, 2.47)  0.1165
H (0.86, 0.39, -3.96)  0.0959
H (0.09, -2.93, 2.96)  -0.0601
H (3.04, -4.21, -5.44)  0.0911
H (3.42, 4.22, -2.19)  0.0947
H (-0.32, 4.43, 0.83)  0.0870
H (0.38, 1.43, 4.19)  0.0759
H (1.81, 0.46, 6.01)  0.0597
H (-2.21, 0.47, 1.63)  0.0762
H (2.61, -1.38, 2.88)  0.0388
H (-1.00, 1.40, 2.47)  0.0789
H (1.80, -1.05, 4.40)  0.0452
H (-7.39, -1.62, -1.64)  0.1129
H (1.58, 2.67, 3.89)  0.0996
H (7.42, -0.59, -3.15)  0.0935
H (8.31, -1.42, -1.00)  0.0917
H (0.51, 2.63, -4.90)  0.0971
H (1.50, 2.17, 6.30)  0.0624
H (-2.63, 1.72, 4.38)  0.1004
H (3.78, 1.97, -1.25)  0.1019
H (-3.13, 2.45, 2.87)  0.0973
H (-4.63, 0.48, 2.42)  0.0653
H (6.76, -1.97, 0.85)  0.0950
H (-4.93, -1.65, -2.19)  0.1171
H (3.23, 0.88, 3.27)  0.1020
H (-1.15, -0.34, 4.38)  0.0602
H (-0.75, 4.62, -2.33)  0.0785
H (-4.01, -2.20, 1.92)  0.1100
H (3.88, -2.62, -3.77)  0.0821
H (-0.98, -3.40, -4.17)  0.1010
H (-0.15, -1.84, -2.50)  0.0517
H (3.06, 1.65, 5.65)  0.0691
H (-5.06, 1.27, 3.94)  0.0648

Calculated values
LUMO energy (spin up / spin down)	1.755 / 1.754	eV
orbital gap (spin up / spin down)	5.435 / 5.447	eV
energy above the lowest of the compared OMol25 structures with the same formula, charge and spin	0.0	kcal per mole
net charge	-1
E_HOMO (spin up / spin down)	-3.68 / -3.69	eV

=====

No. 2
ORCA calculation (ωB97M-V/def2-TZVPD) on C34H34BBrIrN3O5PS2 as an isolated structure.

Last column: Löwdin spin population.
Cartesian coordinates (Å):
Ir (-0.03, 0.39, 0.48)  0.7334
Br (-4.91, 3.45, -0.77)  0.0003
S (0.62, -0.80, 3.19)  0.0034
S (0.41, 0.76, -1.93)  0.0045
P (-1.38, -1.63, 0.70)  0.0736
O (3.57, -1.36, 0.60)  0.0006
O (3.47, 0.15, 2.29)  0.0018
O (-0.13, 0.38, 2.80)  0.0030
O (1.48, -1.13, 1.77)  0.0417
O (1.53, -0.68, 4.27)  0.0015
N (0.53, 3.41, -2.37)  -0.0011
N (-1.24, 2.24, 0.65)  0.0381
N (2.56, 2.33, -2.19)  -0.0009
C (-0.56, -4.98, -1.52)  -0.0005
C (1.22, 2.28, -2.17)  0.0036
C (-1.32, -2.35, -1.93)  0.0086
C (6.98, -0.05, 0.23)  0.0002
C (-1.13, -2.83, -0.63)  0.0147
C (-0.72, -4.14, -0.43)  0.0088
C (-1.52, 4.49, 1.41)  0.0032
C (-0.43, -2.18, 3.32)  0.0008
C (3.43, 1.17, -2.21)  0.0000
C (-3.10, -1.08, 0.66)  0.0010
C (-5.32, -0.97, -0.25)  -0.0007
C (-2.24, -4.25, 3.68)  0.0011
C (-3.46, -0.16, 1.65)  0.0024
C (-0.80, 3.33, 1.34)  0.0143
C (-1.16, -3.20, -3.01)  -0.0011
C (4.78, -0.73, 0.68)  0.0002
C (-2.21, -3.57, 2.47)  0.0032
C (-2.46, 2.32, 0.04)  -0.0011
C (-3.22, 3.46, 0.11)  0.0002
C (5.78, 1.03, 2.05)  0.0001
C (-2.77, 4.60, 0.78)  -0.0008
C (3.68, 0.68, -3.63)  -0.0001
C (-4.75, 0.34, 1.69)  -0.0004
C (-4.04, -1.48, -0.29)  0.0033
C (-1.29, 3.58, -4.02)  -0.0001
C (5.91, -0.87, -0.09)  0.0000
C (-1.30, -2.52, 2.26)  0.0154
C (6.92, 0.87, 1.28)  0.0000
C (4.72, 0.21, 1.73)  0.0000
C (-0.79, -4.52, -2.80)  0.0095
C (-5.68, -0.06, 0.73)  0.0033
C (-0.90, 3.51, -2.54)  -0.0001
C (-0.48, -2.85, 4.53)  -0.0001
C (-1.38, -3.88, 4.72)  -0.0004
B (2.80, -0.82, 1.60)  0.0060
H (-0.26, -6.01, -1.36)  -0.0002
H (2.99, 3.18, -2.55)  0.0000
H (4.37, 1.46, -1.74)  0.0000
H (-2.80, 1.44, -0.48)  0.0000
H (-2.72, 0.15, 2.38)  0.0000
H (4.17, 1.45, -4.22)  0.0000
H (-2.37, 3.68, -4.10)  0.0000
H (-0.67, -5.18, -3.64)  0.0005
H (-1.43, -4.39, 5.66)  0.0000
H (2.74, 0.41, -4.11)  -0.0001
H (2.97, 0.37, -1.61)  0.0001
H (0.18, -2.53, 5.32)  0.0000
H (-1.59, -1.31, -2.08)  0.0003
H (-1.13, 5.33, 1.96)  0.0003
H (-1.23, 4.42, -2.03)  0.0000
H (5.97, -1.59, -0.89)  0.0000
H (-0.83, 4.43, -4.50)  0.0000
H (7.79, 1.47, 1.50)  0.0000
H (-5.03, 1.05, 2.46)  -0.0001
H (-6.68, 0.35, 0.75)  0.0002
H (-0.53, -4.51, 0.57)  0.0004
H (-3.77, -2.20, -1.05)  0.0001
H (1.05, 4.23, -2.65)  0.0000
H (-2.89, -3.84, 1.68)  0.0002
H (-3.36, 5.50, 0.83)  -0.0001
H (-6.05, -1.29, -0.98)  -0.0001
H (-1.33, -2.83, -4.01)  -0.0003
H (4.32, -0.19, -3.62)  0.0000
H (-0.99, 2.67, -4.53)  0.0000
H (5.71, 1.74, 2.86)  0.0000
H (0.15, 3.22, 1.84)  0.0038
H (-2.94, -5.05, 3.82)  0.0002
H (-1.37, 2.64, -2.07)  0.0000
H (7.89, -0.13, -0.35)  0.0000

Calculated values
LUMO energy (spin up / spin down)	-6.597 / -6.424	eV
multiplicity	2
orbital gap (spin up / spin down)	6.423 / 6.665	eV
energy above the lowest of the compared OMol25 structures with the same formula, charge and spin	0.0	kcal per mole
net charge	+2
E_HOMO (spin up / spin down)	-13.02 / -13.09	eV
⟨S²⟩	0.756

=====

Number 1: electronic energy -168018.583 eV. Number 2: electronic energy -155024.433 eV.